Computed, not measured: a molecular structure, C9H10NO6Sn in a non-equilibrium geometry, with the ωB97M-V functional and the def2-TZVPD basis.

XYZ file:
```
27
Properties=species:S:1:pos:R:3
O 0.575 -5.946 1.209
C 0.456 -4.793 1.203
Sn 0.568 -2.545 1.531
C -1.123 -1.267 1.935
O -1.940 -0.448 2.056
C 1.803 -1.831 -0.328
O 2.247 -0.846 -0.852
C -1.162 -2.329 -0.845
O -1.798 -2.186 -1.779
C 2.148 -2.100 2.966
O 2.943 -1.733 3.740
H 1.829 -2.835 -0.973
C -0.442 3.352 -0.728
N -0.078 2.018 -0.345
C 0.705 1.861 0.848
C -0.648 0.923 -0.912
C -1.530 1.055 -2.112
O -0.417 -0.223 -0.406
H 0.152 4.052 -0.125
H -1.510 3.554 -0.551
H -0.232 3.530 -1.788
H 0.089 1.982 1.766
H 1.185 0.872 0.894
H 1.486 2.641 0.859
H -1.173 0.409 -2.942
H -2.562 0.741 -1.841
H -1.571 2.092 -2.480
```

Calculated values
Highest occupied orbital energy ... -10.5 eV
Net charge ... +1
ΔE to the lowest compared entry with this formula, charge and spin ... 243.9 kJ/mol
Gap between HOMO and LUMO ... 5.63 eV

These are the natural (NBO) partial charges, in e, on atoms 1 to 5: O -0.378; C 0.455; Sn 0.676; C 0.529; O -0.362


Computed, not measured: 2 unconnected molecules or ions with the total composition C9H10NOP in a non-equilibrium geometry, with the ωB97M-V functional and the def2-TZVPD basis.

XYZ file:
```
22
Properties=species:S:1:pos:R:3
C -0.957 1.131 -2.353
C -1.282 1.951 -1.274
C -0.989 -0.267 -2.181
C -1.668 1.374 -0.111
C -1.487 -0.881 -1.027
C -1.924 -0.082 0.015
C 1.301 -1.995 1.688
C 2.488 -0.391 0.765
C 1.233 0.232 1.471
N 2.453 -1.761 1.244
O 0.440 -0.918 1.797
P -2.841 -0.527 1.534
H -0.628 1.613 -3.170
H -1.187 2.957 -1.311
H -0.684 -0.856 -2.940
H -1.861 2.146 0.665
H -1.584 -1.917 -0.820
H 2.475 -0.349 -0.241
H 3.454 -0.051 1.120
H 1.526 0.856 2.356
H 0.597 0.739 0.876
H 1.124 -3.007 1.899
```

Calculated values
Highest occupied orbital energy (alpha / beta) ... -7.6 / -8.3 eV
Net charge ... 0
ΔE to the lowest compared entry with this formula, charge and spin ... 418.1 kJ/mol
Gap between HOMO and LUMO (alpha / beta) ... 6.50 / 7.00 eV

These are the natural (NBO) partial charges, in e, on atoms 1 to 5: C -0.188; C -0.223; C -0.191; C -0.206; C -0.217


Computed, not measured: C9H10OS in the gas phase in a non-equilibrium geometry, with the ωB97M-V functional and the def2-TZVPD basis.

XYZ file:
```
21
Properties=species:S:1:pos:R:3
C -2.069 -1.255 1.067
C -2.952 -0.150 1.183
C -0.851 -1.034 0.539
C -2.695 1.053 0.533
C -0.636 0.134 -0.220
C -1.562 1.128 -0.201
C 2.890 1.510 0.408
C 0.490 0.187 -1.216
C 1.752 -0.640 -0.791
O 3.733 -0.840 0.932
S 2.463 -0.131 0.801
H -2.296 -2.127 1.672
H -3.970 -0.301 1.488
H -0.165 -1.825 0.455
H -3.267 1.985 0.657
H 3.602 1.682 -0.297
H 2.154 2.292 0.572
H 0.198 -0.329 -2.071
H 0.799 1.261 -1.388
H 1.336 -1.610 -0.707
H 2.322 -0.476 -1.754
```

Calculated values
Highest occupied orbital energy (alpha / beta) ... -8.9 / -8.8 eV
Net charge ... 0
ΔE to the lowest compared entry with this formula, charge and spin ... 484.5 kJ/mol
Gap between HOMO and LUMO (alpha / beta) ... 7.83 / 7.99 eV

These are the natural (NBO) partial charges, in e, on atoms 1 to 5: C -0.206; C -0.204; C -0.208; C -0.315; C -0.152


Computed, not measured: a molecular structure, C9H11BeBr3F6NO7 in a non-equilibrium geometry, with the ωB97M-V functional and the def2-TZVPD basis.

XYZ file:
```
38
Properties=species:S:1:pos:R:3
Be 5.599 -1.453 -0.836
N 1.151 -1.165 0.113
O 0.199 -0.884 0.850
O 1.442 -0.518 -0.862
O 1.974 -2.006 0.441
C -4.161 2.766 -0.017
Br -5.446 1.362 -0.687
Br -5.108 4.491 0.476
Br -2.672 3.044 -1.343
H -3.708 2.429 0.915
C 1.596 4.823 3.220
C 2.539 3.834 2.605
O 3.696 3.886 3.400
C 4.717 3.059 3.027
O 4.585 2.182 2.108
C 5.891 3.147 3.974
F 5.875 4.364 4.605
F 5.884 2.107 4.771
F 6.991 2.968 3.282
H 1.259 4.502 4.206
H 0.783 4.992 2.515
H 2.019 5.814 3.383
H 2.651 4.114 1.557
H 2.241 2.789 2.688
C -3.613 -5.743 -1.425
C -2.511 -5.020 -2.160
O -3.013 -4.240 -3.210
C -2.205 -3.759 -4.163
O -1.000 -4.066 -4.225
C -2.907 -2.739 -5.102
F -2.146 -2.488 -6.209
F -4.092 -3.224 -5.570
F -3.124 -1.542 -4.503
H -4.277 -6.136 -2.194
H -4.040 -5.043 -0.706
H -3.308 -6.602 -0.828
H -1.768 -5.619 -2.688
H -1.992 -4.427 -1.408
```

Calculated values
Highest occupied orbital energy ... -12.3 eV
Net charge ... +1
ΔE to the lowest compared entry with this formula, charge and spin ... 557.5 kJ/mol
Gap between HOMO and LUMO ... 1.75 eV

These are the natural (NBO) partial charges, in e, on atoms 1 to 5: Be 0.813; N 0.695; O -0.208; O -0.200; O -0.203


Question: Among the records above, which one has the highest ΔE to the lowest compared entry with this formula, charge and spin?
Answer: C9H11BeBr3F6NO7